[1]
The following is a quantum chemistry calculation of a structure of composition C34H36N6O6SeV, from the Open Molecules 2025 dataset.

Structure (XYZ):
```
84
Properties=species:S:1:pos:R:3:forces:R:3:mulliken_spin:R:1
V -0.291 -0.308 0.141 -0.453 -0.251 0.592 1.177
O 2.880 -0.857 6.346 -0.023 0.002 -0.002 0.000
C 1.814 0.058 6.179 0.024 -0.008 -0.007 0.001
C 1.276 -0.046 4.780 -0.008 0.028 0.031 -0.017
C 0.126 0.654 4.422 -0.018 0.018 0.016 0.009
C -0.334 0.573 3.129 0.009 -0.022 -0.067 -0.004
N 0.273 -0.168 2.191 0.114 -0.021 -0.363 -0.027
C 1.356 -0.882 2.536 -0.001 -0.001 0.124 -0.007
C 1.889 -0.827 3.822 -0.017 -0.023 -0.027 0.002
C 1.874 -1.796 1.497 0.187 0.113 0.169 -0.007
C 3.089 -2.459 1.630 -0.099 -0.149 -0.096 -0.007
C 3.458 -3.373 0.661 0.023 -0.019 -0.039 -0.001
C 4.757 -4.137 0.744 0.002 -0.011 0.004 0.000
O 5.456 -3.961 1.958 -0.025 0.009 0.007 0.000
C 2.603 -3.572 -0.421 0.002 -0.022 0.005 -0.001
C 1.445 -2.831 -0.514 -0.025 0.064 0.053 0.021
N 1.084 -1.954 0.428 0.065 0.250 -0.163 -0.025
H 3.205 -0.795 7.248 0.013 0.008 0.004 0.000
H 2.153 1.087 6.347 -0.007 0.004 0.010 -0.001
H 1.004 -0.145 6.888 -0.007 -0.010 -0.002 -0.001
H -0.412 1.258 5.142 0.012 -0.004 0.005 -0.001
H -1.223 1.103 2.813 0.001 0.004 -0.010 -0.008
H 2.754 -1.411 4.092 0.009 -0.006 -0.010 0.000
H 3.749 -2.260 2.460 -0.017 -0.023 0.031 0.000
H 5.425 -3.789 -0.045 0.009 0.017 0.005 0.000
H 4.559 -5.197 0.550 0.000 0.000 -0.013 0.000
H 4.994 -4.438 2.655 0.010 -0.011 -0.004 0.000
H 2.843 -4.284 -1.200 0.002 -0.001 0.007 -0.002
H 0.776 -2.925 -1.359 0.006 -0.001 0.021 -0.004
O 0.446 1.640 -2.348 0.024 -0.186 0.018 -0.038
N 0.634 0.659 -1.659 0.050 0.243 -0.329 -0.030
O 1.404 0.680 -0.632 0.075 0.265 0.061 -0.006
O 0.085 -0.489 -1.912 0.140 -0.020 0.086 -0.016
C -0.129 -6.836 -1.831 0.001 0.004 0.009 0.000
C -0.699 -5.577 -1.231 0.005 -0.020 -0.005 0.001
C -1.293 -4.607 -2.025 -0.029 0.023 -0.011 -0.004
C -1.845 -3.445 -1.489 -0.035 -0.024 0.004 -0.004
C -2.487 -2.449 -2.415 0.002 -0.033 0.005 -0.004
C -1.781 -3.237 -0.102 0.043 0.023 -0.027 0.033
Se -2.410 -1.579 0.654 -0.139 0.022 -0.118 -0.021
C -1.207 -4.217 0.719 0.013 -0.002 0.028 0.002
C -1.104 -4.054 2.212 -0.014 -0.018 -0.004 0.002
C -0.677 -5.366 0.140 -0.025 -0.021 0.001 -0.002
H 0.082 -6.707 -2.892 -0.004 0.002 -0.004 0.000
H -0.828 -7.669 -1.732 -0.001 0.000 -0.003 0.000
H 0.797 -7.129 -1.333 -0.003 0.001 0.006 0.000
H -1.335 -4.754 -3.100 -0.005 -0.004 -0.001 0.000
H -2.480 -2.821 -3.440 -0.007 -0.012 0.011 0.000
H -1.960 -1.495 -2.392 -0.023 0.013 -0.015 0.002
H -3.518 -2.255 -2.116 -0.005 0.008 0.013 0.000
H -0.201 -3.499 2.484 -0.015 0.046 -0.021 0.000
H -1.053 -5.029 2.697 0.021 -0.005 0.004 0.000
H -1.949 -3.497 2.611 -0.008 -0.022 0.004 0.000
H -0.228 -6.116 0.785 -0.001 0.004 0.004 0.000
C -1.305 4.053 -5.708 -0.002 0.002 0.009 0.000
C -1.192 4.796 -4.404 0.009 -0.019 -0.016 0.000
C -2.106 5.779 -4.046 -0.014 0.019 0.003 0.000
C -2.010 6.439 -2.831 -0.032 -0.003 -0.003 0.001
C -0.976 6.141 -1.954 -0.051 -0.004 0.030 0.001
N -0.933 6.828 -0.710 -0.024 -0.029 0.058 0.000
C -0.371 6.424 0.478 0.097 -0.058 -0.127 0.000
O 0.087 7.222 1.272 -0.050 0.033 0.057 0.000
N -0.318 5.066 0.754 -0.039 -0.011 0.000 0.000
C -1.119 4.001 0.315 0.033 0.047 0.038 -0.013
C -2.395 4.146 -0.216 0.005 0.036 -0.008 -0.001
C -3.071 3.015 -0.635 -0.038 -0.031 -0.012 0.001
C -2.493 1.769 -0.479 -0.023 0.059 0.106 -0.002
N -1.286 1.625 0.085 0.195 -0.290 -0.066 -0.023
C -0.612 2.717 0.451 0.018 0.002 -0.022 0.026
C -0.033 5.186 -2.312 0.013 -0.028 -0.042 0.000
C -0.157 4.515 -3.518 0.022 0.004 0.023 -0.004
H -2.261 4.248 -6.193 -0.001 0.004 0.004 0.000
H -1.215 2.978 -5.551 0.004 0.000 0.005 0.000
H -0.513 4.350 -6.399 0.005 0.003 0.005 0.000
H -2.922 6.020 -4.718 0.000 0.002 0.003 0.000
H -2.750 7.179 -2.550 0.005 -0.003 -0.001 0.000
H -1.014 7.833 -0.746 0.030 -0.003 -0.013 0.000
H 0.280 4.882 1.544 -0.015 0.013 0.011 0.000
H -2.846 5.123 -0.305 -0.002 0.035 -0.014 0.000
H -4.055 3.095 -1.075 0.004 -0.002 0.004 0.000
H -2.992 0.855 -0.772 0.000 -0.002 -0.027 0.003
H 0.381 2.556 0.856 0.003 0.002 -0.011 -0.001
H 0.784 4.946 -1.646 0.004 0.000 0.002 0.001
H 0.564 3.746 -3.763 -0.002 0.000 0.010 0.001
```
Forces are in eV/Å.

Its spin multiplicity is 2. As for the LUMO energy (alpha / beta): -0.4 / -0.5 eV. The total energy is -148101.4509 eV. As for the expectation value of S²: 0.8298.

---

[2]
The following is a quantum chemistry calculation of a structure of composition C34H37As2Cl3N6O4S2Sn, from the Open Molecules 2025 dataset.

Structure (XYZ):
```
89
Properties=species:S:1:pos:R:3:forces:R:3:lowdin_charge:R:1
Sn 0.783 -1.101 0.142 0.012 -0.098 -0.330 1.045
C -1.979 3.370 4.291 -0.027 0.027 0.018 -0.365
As -0.745 2.380 3.108 -0.029 -0.047 -0.058 1.122
C -2.045 2.057 1.676 0.048 -0.040 -0.218 -0.328
C 0.143 3.956 2.334 0.354 0.064 -0.131 -0.438
C -0.596 5.090 1.999 0.056 -0.012 -0.014 -0.133
C 0.013 6.222 1.478 0.045 -0.053 0.005 -0.106
C 1.385 6.226 1.272 -0.008 -0.097 0.019 -0.106
C 2.127 5.092 1.571 -0.035 -0.004 0.072 -0.134
C 1.533 3.948 2.106 -0.307 0.060 -0.076 -0.446
As 2.611 2.330 2.483 -0.012 0.181 0.218 1.104
C 3.525 3.186 4.034 0.021 -0.062 -0.016 -0.352
C 4.059 2.629 1.184 -0.052 0.012 -0.163 -0.331
H -2.586 4.099 3.751 0.008 -0.035 0.031 0.001
H -1.397 3.885 5.055 -0.012 0.024 0.022 0.008
H -2.641 2.655 4.782 -0.001 -0.018 -0.007 0.003
H -2.499 2.991 1.338 0.011 -0.032 0.036 0.018
H -2.824 1.381 2.034 0.011 0.010 0.038 0.012
H -1.542 1.579 0.831 -0.025 0.044 0.093 -0.016
H -1.673 5.091 2.125 0.023 0.009 0.023 0.077
H -0.583 7.088 1.213 -0.003 -0.009 0.008 0.091
H 1.872 7.098 0.851 0.002 -0.016 -0.010 0.093
H 3.193 5.094 1.372 -0.036 0.010 -0.005 0.086
H 3.882 4.188 3.787 -0.002 -0.033 -0.001 0.004
H 4.365 2.567 4.358 -0.041 0.013 -0.032 0.004
H 2.806 3.253 4.853 0.034 0.021 0.014 0.001
H 4.789 3.367 1.523 -0.043 0.009 0.017 0.009
H 3.626 2.945 0.232 0.019 -0.037 0.051 0.007
H 4.557 1.673 1.022 -0.001 0.004 0.020 0.013
Cl 0.560 -6.341 -1.230 -0.053 0.004 0.078 0.648
C -0.270 -5.803 0.205 -0.006 0.074 0.074 -0.594
C -0.755 -6.761 1.097 0.032 0.078 -0.079 -0.159
C -1.421 -6.396 2.236 -0.054 0.012 0.056 -0.626
Cl -1.997 -7.649 3.333 0.023 0.108 -0.075 0.596
C -1.643 -5.031 2.534 0.029 0.105 -0.058 -0.187
C -2.335 -4.558 3.672 0.025 -0.030 -0.058 -0.047
C -2.477 -3.214 3.875 -0.040 0.068 0.064 -0.063
C -1.963 -2.320 2.918 0.130 -0.086 -0.090 -0.138
N -1.348 -2.727 1.834 0.260 -0.141 0.272 0.054
C -1.147 -4.052 1.628 -0.024 -0.025 0.019 -0.151
C -0.404 -4.409 0.408 -0.071 0.058 -0.074 -0.443
O 0.030 -3.530 -0.389 -0.042 -0.035 0.313 -0.222
H -0.597 -7.809 0.879 0.008 0.013 -0.006 0.093
H -2.750 -5.272 4.371 0.056 0.004 0.025 0.078
H -2.982 -2.832 4.757 0.029 -0.025 -0.089 0.095
H -2.048 -1.245 3.051 -0.059 -0.065 -0.020 0.103
C -4.761 -3.180 -1.610 0.098 0.084 0.059 -0.178
C -3.469 -3.395 -0.846 0.056 0.200 -0.070 -0.198
N -2.976 -2.088 -0.437 -0.176 0.115 -0.388 0.069
C -2.791 -1.106 -1.404 -0.201 0.039 -0.036 -0.374
N -1.852 -0.252 -1.258 -0.073 -0.043 0.050 0.050
C -1.692 0.842 -2.212 -0.011 -0.185 0.136 -0.234
C -2.973 1.152 -2.966 -0.003 -0.063 0.039 -0.168
C -3.526 -0.150 -3.510 0.041 -0.052 0.070 -0.184
N -3.765 -1.076 -2.414 0.028 -0.096 0.003 -0.057
C -4.460 -2.295 -2.804 0.144 0.067 0.046 -0.189
H -5.479 -2.682 -0.954 -0.045 -0.037 -0.007 0.113
H -5.182 -4.128 -1.948 -0.028 -0.030 -0.022 0.107
H -2.746 -3.929 -1.478 0.029 -0.017 0.029 0.125
H -3.629 -3.996 0.048 -0.009 -0.028 0.089 0.116
H -2.186 -2.125 0.195 0.125 0.041 -0.009 0.049
H -0.892 0.589 -2.916 0.026 0.020 0.034 0.116
H -1.352 1.721 -1.667 0.037 0.055 0.002 0.057
H -2.785 1.858 -3.778 0.005 -0.004 0.026 0.111
H -3.707 1.592 -2.283 -0.003 0.025 -0.044 0.113
H -2.819 -0.574 -4.237 -0.008 -0.028 -0.023 0.130
H -4.478 0.005 -4.021 -0.089 -0.009 -0.063 0.109
H -3.862 -2.866 -3.531 0.015 0.015 -0.027 0.125
H -5.384 -2.001 -3.306 -0.054 0.040 -0.071 0.109
S 0.980 3.556 -1.879 0.046 0.093 0.041 0.442
C 1.042 2.333 -0.797 0.032 -0.248 0.147 -1.014
N 1.086 1.458 -0.013 -0.029 0.114 -0.103 -0.089
O 1.610 0.060 -4.687 0.038 -0.086 0.218 0.020
C 2.361 -0.370 -3.824 -0.119 -0.181 0.157 -0.531
N 2.061 -1.264 -2.835 -0.042 0.179 -0.277 -0.087
S 3.334 -1.700 -1.995 -0.009 0.406 0.199 0.570
O 3.227 -1.244 -0.592 -0.250 -0.328 -0.499 -0.490
O 3.690 -3.083 -2.161 0.174 -0.018 0.055 -0.308
C 4.517 -0.636 -2.798 -0.015 0.165 0.045 -0.208
C 5.856 -0.403 -2.547 -0.034 -0.118 0.047 -0.047
C 6.492 0.569 -3.312 -0.066 0.028 -0.072 -0.097
C 5.788 1.284 -4.283 0.006 -0.071 0.059 -0.088
C 4.441 1.031 -4.519 0.109 0.081 -0.118 -0.013
C 3.816 0.058 -3.764 0.034 -0.114 0.126 -0.135
H 6.383 -0.954 -1.774 -0.042 0.067 -0.081 0.115
H 7.543 0.778 -3.147 -0.032 0.023 0.008 0.091
H 6.297 2.054 -4.851 0.009 -0.021 0.002 0.091
H 3.874 1.578 -5.265 0.021 -0.034 0.076 0.117
Cl 1.753 -1.409 2.401 0.010 -0.056 0.175 -0.236
```
Forces are in eV/Å.

As for the LUMO energy: 4.0 eV. The total energy is -239740.4141 eV. As for the charge: -2.

---

[3]
The following is a quantum chemistry calculation of a structure of composition C34H37AsMnNOS2Si at a distorted geometry, from the Open Molecules 2025 dataset.

Structure (XYZ):
```
78
Properties=species:S:1:pos:R:3:forces:R:3:mulliken_spin:R:1
Mn 0.392 -0.084 0.279 1.531 -0.308 0.953 4.361
C -0.800 4.841 2.591 0.330 -0.218 -0.015 -0.002
Si 0.763 4.179 3.423 -0.156 0.405 0.375 -0.001
C 0.834 4.886 5.165 0.116 -0.276 -0.374 0.000
C 2.323 4.562 2.441 -0.265 -0.078 0.102 -0.005
C 0.612 2.269 3.575 -0.083 0.204 -0.364 0.000
C 0.622 1.587 4.791 0.040 -0.007 -0.003 0.003
C 0.495 0.206 4.845 -0.057 -0.127 0.024 -0.004
C 0.381 -0.501 3.666 0.013 -0.071 0.038 0.011
N 0.370 0.112 2.479 0.197 0.213 -0.390 0.007
C 0.460 1.461 2.448 -0.071 -0.354 0.449 0.015
S 0.326 2.090 0.805 -0.343 0.682 -0.106 -0.378
H -0.883 5.912 2.786 0.031 0.014 0.008 -0.001
H -1.696 4.362 2.989 0.006 -0.007 0.031 0.002
H -0.785 4.702 1.510 -0.049 0.027 -0.023 -0.001
H 0.810 5.975 5.103 0.011 0.011 0.004 0.000
H 1.750 4.605 5.688 -0.011 0.003 0.044 0.000
H -0.023 4.571 5.763 -0.013 0.010 0.012 0.000
H 2.486 5.641 2.409 -0.034 0.016 0.003 0.000
H 2.254 4.213 1.409 0.012 0.003 -0.014 0.001
H 3.206 4.110 2.895 -0.022 -0.023 0.040 0.000
H 0.719 2.140 5.718 0.011 0.042 -0.026 0.000
H 0.476 -0.323 5.786 0.041 0.025 0.013 0.000
H 0.293 -1.579 3.660 -0.002 0.000 -0.013 0.001
C 3.574 -6.502 -1.705 0.082 -0.022 0.050 0.000
C 3.502 -5.005 -1.661 -0.058 -0.043 -0.077 0.000
C 3.499 -4.259 -2.836 -0.011 -0.022 0.040 0.000
C 3.449 -2.873 -2.804 0.014 0.167 -0.075 0.002
C 3.401 -2.233 -1.577 -0.081 0.369 0.024 0.005
C 3.382 -2.954 -0.389 0.046 -0.074 0.080 0.001
C 3.443 -4.334 -0.435 -0.084 0.106 -0.004 0.000
S 3.301 -0.448 -1.512 0.297 -0.737 0.143 0.010
C 4.787 -0.106 -0.554 -0.170 0.142 -0.152 0.006
O 2.161 -0.183 -0.513 0.028 -0.149 0.075 0.122
H 3.363 -6.882 -2.702 -0.011 -0.016 0.012 0.000
H 2.879 -6.956 -0.997 -0.002 0.015 -0.027 0.000
H 4.576 -6.832 -1.426 -0.007 -0.024 -0.014 0.000
H 3.531 -4.769 -3.790 0.023 0.013 -0.005 0.000
H 3.452 -2.302 -3.725 -0.013 -0.007 -0.004 0.000
H 3.321 -2.441 0.564 0.020 -0.036 0.018 -0.003
H 3.442 -4.900 0.488 0.001 -0.014 -0.019 0.000
H 4.831 -0.736 0.330 -0.100 -0.022 -0.001 -0.001
H 4.774 0.949 -0.285 -0.032 0.003 -0.031 -0.001
H 5.638 -0.310 -1.204 -0.037 -0.016 -0.036 0.001
C -6.268 0.082 0.699 0.002 -0.015 -0.004 -0.007
C -5.413 1.122 1.038 -0.020 0.016 0.012 0.003
C -4.080 1.065 0.670 0.144 -0.004 0.001 -0.005
C -3.614 -0.020 -0.069 0.324 0.154 0.485 0.000
C -4.460 -1.076 -0.386 0.157 -0.079 -0.075 -0.011
C -5.790 -1.016 0.000 -0.079 0.046 0.018 0.002
As -1.765 -0.011 -0.660 -1.956 0.085 -1.560 -0.162
C -1.657 1.379 -2.014 0.199 -0.043 0.128 0.007
C -2.035 2.677 -1.677 -0.026 -0.141 0.047 0.000
C -1.904 3.695 -2.606 -0.006 -0.020 0.013 0.001
C -1.382 3.421 -3.864 -0.017 0.049 0.001 0.000
C -0.981 2.135 -4.191 0.017 0.070 -0.038 0.002
C -1.105 1.111 -3.263 0.002 -0.128 0.080 0.010
C -1.545 -1.680 -1.615 0.203 -0.030 0.243 -0.033
C -2.238 -1.993 -2.781 -0.012 0.199 0.017 0.007
C -2.077 -3.241 -3.361 -0.010 0.025 -0.003 -0.001
C -1.217 -4.170 -2.788 0.007 -0.030 -0.005 0.002
C -0.508 -3.860 -1.637 0.085 -0.107 -0.046 0.018
C -0.676 -2.617 -1.050 -0.172 0.287 0.059 0.014
H -7.308 0.123 0.995 -0.003 -0.002 -0.014 0.000
H -5.787 1.971 1.593 0.028 -0.004 0.022 0.000
H -3.402 1.853 0.974 -0.046 0.051 0.003 0.002
H -4.098 -1.942 -0.924 -0.002 -0.004 -0.008 -0.001
H -6.458 -1.831 -0.246 0.027 -0.017 -0.018 -0.001
H -2.425 2.890 -0.691 -0.056 0.092 -0.033 0.007
H -2.206 4.701 -2.348 -0.006 -0.001 -0.008 0.000
H -1.285 4.220 -4.587 0.008 -0.022 -0.021 0.000
H -0.568 1.932 -5.170 0.003 -0.032 0.008 0.000
H -0.779 0.109 -3.515 -0.007 0.044 -0.052 0.000
H -2.905 -1.261 -3.220 -0.033 -0.064 -0.048 0.000
H -2.631 -3.494 -4.255 0.003 0.006 -0.003 0.000
H -1.110 -5.149 -3.235 0.020 0.013 -0.013 0.001
H 0.156 -4.591 -1.201 0.064 -0.014 0.072 0.000
H -0.170 -2.395 -0.104 0.015 -0.200 -0.026 -0.010
```
Forces are in eV/Å.

Its spin multiplicity is 5. As for the LUMO energy (alpha / beta): -8.3 / -5.9 eV. The total energy is -161090.0002 eV. As for the expectation value of S²: 6.4476. As for the charge: +2.